Below is C48H47FN8O3RuSi as an isolated structure at a distorted geometry, with properties calculated with ωB97M-V/def2-TZVPD.

Geometry as XYZ:
```
109
Properties=species:S:1:pos:R:3:forces:R:3
Ru 1.733 0.358 -0.188 0.27 -1.03 0.28
C 7.516 -3.378 -2.134 0.06 -0.08 -0.25
C 6.512 -2.390 -1.651 -0.48 0.09 0.32
C 6.724 -1.014 -1.769 -0.14 -0.20 0.13
C 5.783 -0.116 -1.330 -0.30 -0.22 -0.01
C 4.572 -0.529 -0.726 0.42 -0.93 -0.34
N 3.678 0.405 -0.293 -0.73 -0.03 -0.20
C 4.182 1.596 0.183 0.59 1.01 0.19
C 5.279 1.550 1.061 -0.42 0.28 0.02
C 5.877 2.692 1.526 -0.13 0.08 -0.11
C 5.397 3.951 1.157 -0.28 -0.20 -0.32
C 6.072 5.181 1.661 0.01 0.10 0.19
C 4.293 4.016 0.318 0.14 0.01 0.22
C 3.690 2.868 -0.186 0.84 -0.85 0.69
N 2.695 2.983 -1.175 -0.07 0.64 -0.61
C 2.543 3.970 -2.082 -0.19 -0.11 -0.24
C 1.549 3.586 -2.957 0.09 -0.08 0.15
C 1.133 2.332 -2.506 0.18 0.21 -0.12
N 1.835 1.993 -1.432 -0.47 0.19 1.34
C 4.352 -1.922 -0.629 0.67 1.15 -0.38
C 5.312 -2.815 -1.098 0.31 0.15 -0.17
N 3.194 -2.440 -0.024 -0.26 -0.62 0.50
C 3.096 -3.667 0.528 -0.27 0.16 0.08
C 1.782 -3.866 0.881 -0.11 0.11 -0.14
C 1.133 -2.692 0.508 0.47 -0.62 0.10
N 1.994 -1.828 -0.027 -0.46 0.53 0.43
H 8.517 -2.962 -2.074 0.16 -0.06 0.02
H 7.324 -3.627 -3.177 0.07 -0.07 -0.11
H 7.477 -4.302 -1.563 0.06 -0.06 0.06
H 7.636 -0.651 -2.216 0.12 0.05 -0.06
H 5.954 0.943 -1.446 0.04 0.05 0.00
H 5.637 0.578 1.364 0.07 -0.06 0.01
H 6.729 2.618 2.183 0.13 0.01 0.13
H 7.153 5.081 1.566 0.04 0.10 -0.02
H 5.850 5.320 2.719 0.02 0.11 0.05
H 5.748 6.067 1.120 0.02 0.09 -0.01
H 3.900 4.983 0.047 -0.07 0.16 -0.05
H 3.136 4.861 -2.072 0.25 0.06 0.03
H 1.184 4.130 -3.804 -0.02 0.11 -0.16
H 0.382 1.672 -2.904 -0.01 -0.03 0.04
H 5.131 -3.875 -1.032 -0.06 -0.16 -0.03
H 3.940 -4.311 0.658 0.22 -0.02 -0.04
H 1.366 -4.738 1.341 -0.08 -0.18 0.09
H 0.092 -2.465 0.585 -0.02 0.09 0.05
C -3.960 -1.930 4.324 0.22 -0.11 -0.13
C -2.683 -2.624 3.853 -0.60 -0.33 0.63
N -2.028 -1.875 2.800 1.02 0.93 -0.15
C -1.031 -1.006 3.164 -1.03 -0.91 -0.59
C -0.416 -0.158 2.287 0.32 0.53 -1.22
C 0.717 0.753 2.794 0.55 0.23 -0.41
O 0.660 1.158 3.937 -0.45 -0.30 0.50
O 1.651 0.998 1.964 -0.20 -0.35 -1.69
C -0.831 -0.178 0.940 0.61 0.84 0.51
O -0.443 0.782 0.036 -0.67 -1.54 0.82
C -1.794 -1.130 0.528 -0.32 -0.34 -0.16
C -2.097 -1.299 -0.828 -0.50 -0.48 0.02
C -3.063 -2.198 -1.225 1.00 0.97 -0.63
F -3.228 -2.341 -2.564 -0.03 -0.05 0.52
C -3.830 -2.912 -0.309 -0.20 -0.10 1.36
C -3.474 -2.791 1.053 -0.44 -0.48 -0.90
C -2.444 -1.961 1.484 0.68 0.56 -0.13
N -4.976 -3.649 -0.673 0.37 0.20 -0.08
C -5.169 -5.008 -0.212 -0.05 -0.24 0.09
C -6.669 -5.192 0.090 0.50 -0.45 0.47
N -7.432 -4.220 -0.738 -0.43 0.29 0.07
C -6.877 -4.153 -2.109 0.36 0.10 -0.77
C -5.488 -3.496 -2.026 0.00 0.16 -0.35
H -4.430 -2.527 5.099 -0.10 -0.04 0.08
H -4.659 -1.797 3.502 -0.12 0.01 -0.04
H -3.727 -0.952 4.733 0.00 0.10 0.06
H -2.896 -3.634 3.494 0.16 0.08 0.08
H -1.988 -2.703 4.691 -0.01 -0.10 -0.19
H -0.749 -0.997 4.205 0.01 0.04 0.15
H -1.549 -0.748 -1.576 0.04 0.07 -0.11
H -4.032 -3.372 1.766 -0.14 0.01 0.14
H -4.580 -5.205 0.679 -0.07 -0.04 -0.01
H -4.851 -5.723 -0.982 0.05 0.03 0.08
H -6.892 -4.994 1.138 -0.09 0.05 -0.08
H -6.994 -6.204 -0.152 -0.11 0.12 -0.05
H -7.309 -3.285 -0.328 -0.19 -0.22 0.04
H -8.430 -4.449 -0.751 0.15 0.08 0.07
H -7.529 -3.566 -2.755 -0.09 -0.07 0.16
H -6.824 -5.163 -2.517 -0.09 0.01 0.20
H -5.562 -2.427 -2.238 -0.06 -0.16 -0.08
H -4.834 -3.951 -2.782 -0.22 0.07 0.10
C -3.504 2.792 -4.133 0.04 -0.08 0.02
C -3.890 1.780 -3.269 -0.09 -0.13 -0.08
C -3.222 1.596 -2.073 0.11 -0.06 0.19
C -2.145 2.409 -1.710 0.22 0.08 0.61
C -1.782 3.423 -2.590 0.04 0.16 0.06
C -2.441 3.608 -3.791 0.01 0.05 -0.05
Si -1.420 2.196 0.023 -0.29 1.48 -0.14
C -0.569 3.605 0.946 -0.39 -0.41 -0.41
C 0.047 4.723 0.383 0.01 -0.02 -0.26
C 0.532 5.749 1.177 0.06 0.04 -0.09
C 0.421 5.678 2.555 -0.06 -0.08 0.00
C -0.185 4.578 3.136 0.03 -0.01 0.09
C -0.679 3.565 2.340 -0.17 -0.22 -0.21
H -4.028 2.943 -5.063 -0.07 0.02 -0.13
H -4.718 1.135 -3.527 -0.07 -0.01 -0.02
H -3.545 0.814 -1.398 -0.13 -0.01 0.05
H -0.973 4.087 -2.335 0.07 0.11 0.01
H -2.127 4.396 -4.457 0.00 0.12 -0.07
H -2.562 1.753 0.854 0.06 -0.14 0.07
H 0.135 4.816 -0.690 0.06 -0.01 -0.09
H 0.984 6.618 0.719 0.03 0.02 -0.05
H 0.786 6.482 3.175 0.07 0.10 0.05
H -0.286 4.504 4.207 0.03 0.01 0.12
H -1.171 2.728 2.811 -0.07 -0.09 0.15
```
Positions in Å, forces in eV/Å.

Results
Net charge = +2
Energy = -3004.83261 hartree
HOMO level (alpha / beta) = -10.026 / -10.033 eV

Below is C48H48N5O2P2TeTl as an isolated structure, with properties calculated with ωB97M-V/def2-TZVPD.

Geometry as XYZ:
```
107
Properties=species:S:1:pos:R:3:forces:R:3
Tl 0.152 0.281 0.289 0.51 0.21 -0.31
N 1.233 0.118 5.034 0.11 0.02 -0.19
C 1.632 0.268 3.760 0.01 0.01 0.15
N 0.581 0.321 2.983 -0.27 0.07 -0.03
C -0.473 0.210 3.844 0.61 0.01 0.11
N -0.106 0.082 5.103 -0.35 -0.03 0.09
C -1.867 0.226 3.399 -0.43 0.05 -0.10
C -2.926 0.385 4.291 0.08 -0.03 0.02
N -4.185 0.407 3.877 -0.08 0.00 0.00
C -4.396 0.247 2.575 0.00 -0.05 0.09
C -3.347 0.068 1.684 0.01 0.00 -0.01
N -2.087 0.084 2.093 -0.03 -0.08 0.34
H 1.781 0.017 5.870 0.04 0.06 0.01
H 2.659 0.349 3.441 0.03 -0.01 0.04
H -2.752 0.500 5.353 0.07 0.00 -0.01
H -5.427 0.264 2.243 0.02 -0.03 -0.08
H -3.517 -0.098 0.626 -0.04 0.10 -0.02
O -1.069 -3.086 -2.964 0.13 -0.18 -0.32
C -1.684 -2.604 -4.088 -0.29 0.32 -0.09
C -1.802 -3.298 -5.284 0.09 -0.13 -0.01
C -2.386 -2.668 -6.373 0.02 0.01 0.05
C -2.811 -1.352 -6.284 -0.06 0.10 -0.10
C -2.642 -0.647 -5.102 -0.06 -0.17 0.02
C -2.093 -1.266 -3.987 0.03 -0.31 0.33
P -1.638 -0.422 -2.401 -0.13 0.38 -0.55
C -0.445 0.725 -3.219 -0.01 -0.01 0.17
C -0.823 1.897 -3.873 0.12 0.00 0.04
C 0.111 2.635 -4.582 -0.07 0.03 -0.05
C 1.427 2.201 -4.663 0.00 0.00 -0.02
C 1.811 1.040 -4.012 0.08 0.01 -0.03
C 0.885 0.313 -3.278 -0.08 0.03 0.01
C -3.041 0.709 -2.085 0.01 -0.14 0.11
C -2.792 1.870 -1.345 -0.04 0.02 -0.15
C -3.840 2.661 -0.903 -0.04 0.01 0.06
C -5.152 2.296 -1.176 -0.03 -0.03 0.03
C -5.408 1.137 -1.895 -0.07 -0.05 0.02
C -4.361 0.341 -2.340 0.09 0.08 -0.04
C -1.146 -4.347 -2.445 0.11 -0.21 0.44
C -1.874 -5.411 -2.960 -0.13 0.10 -0.13
C -1.860 -6.624 -2.286 0.03 -0.02 -0.01
C -1.123 -6.790 -1.124 -0.01 -0.08 0.10
C -0.441 -5.710 -0.587 0.01 0.00 -0.20
C -0.459 -4.481 -1.229 -0.13 0.43 -0.38
P 0.194 -2.925 -0.450 0.11 -0.78 0.10
C 1.907 -3.542 -0.199 -0.08 0.03 0.05
C 2.528 -3.992 0.959 -0.04 0.00 -0.05
C 3.841 -4.445 0.914 0.04 -0.02 0.09
C 4.544 -4.461 -0.278 0.03 -0.02 0.01
C 3.932 -4.014 -1.443 -0.03 -0.01 0.01
C 2.629 -3.552 -1.397 0.01 0.03 0.07
C -0.764 -3.138 1.107 0.06 0.12 0.01
C -2.126 -3.417 0.949 0.04 0.07 0.05
C -2.969 -3.510 2.043 -0.03 0.05 -0.02
C -2.467 -3.331 3.326 -0.01 0.02 -0.01
C -1.123 -3.042 3.494 -0.02 0.04 0.12
C -0.283 -2.921 2.395 0.05 0.03 -0.06
H -1.407 -4.299 -5.386 -0.03 0.00 0.04
H -2.495 -3.211 -7.303 0.03 0.00 -0.02
H -3.247 -0.867 -7.148 -0.02 0.01 0.02
H -2.937 0.392 -5.040 -0.01 0.01 -0.02
H -1.848 2.241 -3.825 -0.02 0.01 0.00
H -0.193 3.545 -5.084 0.01 0.01 0.01
H 2.152 2.775 -5.226 0.01 -0.01 0.00
H 2.838 0.708 -4.073 0.03 -0.03 0.06
H 1.187 -0.586 -2.749 0.03 -0.01 -0.01
H -1.771 2.169 -1.132 0.00 0.02 0.04
H -3.634 3.559 -0.333 0.03 0.00 -0.01
H -5.972 2.907 -0.824 0.01 0.02 -0.01
H -6.430 0.847 -2.107 0.00 0.00 0.00
H -4.565 -0.564 -2.899 -0.03 0.00 0.01
H -2.478 -5.298 -3.848 0.03 0.00 0.01
H -2.440 -7.449 -2.679 0.02 -0.01 -0.03
H -1.112 -7.748 -0.620 0.01 0.00 0.00
H 0.095 -5.807 0.349 -0.01 -0.02 0.02
H 1.994 -4.011 1.899 0.04 -0.07 -0.03
H 4.311 -4.799 1.824 0.02 0.01 -0.01
H 5.562 -4.828 -0.300 0.01 0.02 -0.02
H 4.469 -4.030 -2.383 0.01 0.02 0.00
H 2.141 -3.202 -2.302 0.07 0.01 -0.03
H -2.528 -3.560 -0.047 -0.04 -0.04 0.01
H -4.019 -3.726 1.892 0.00 0.01 0.01
H -3.124 -3.402 4.183 0.02 -0.03 0.01
H -0.729 -2.894 4.492 0.03 0.04 0.00
H 0.752 -2.644 2.548 -0.03 0.04 0.03
C 4.468 2.074 0.964 -0.17 -0.13 -0.12
C 3.700 1.046 0.116 0.15 -0.22 0.10
C 4.280 1.072 -1.309 -0.09 0.04 0.14
C 3.929 -0.373 0.680 -0.02 0.20 -0.08
O 2.341 1.335 0.113 -0.01 -0.18 -0.14
H 5.534 1.839 1.010 0.02 0.03 0.02
H 4.061 2.109 1.978 0.01 0.00 0.02
H 4.340 3.064 0.522 0.04 0.05 0.07
H 5.364 0.928 -1.287 0.02 -0.02 -0.09
H 4.059 2.026 -1.790 0.04 0.04 0.02
H 3.830 0.275 -1.903 -0.01 -0.02 -0.03
H 4.969 -0.532 0.977 0.01 -0.09 -0.02
H 3.662 -1.119 -0.073 -0.02 -0.07 0.04
H 3.279 -0.534 1.543 0.04 0.02 0.07
C 1.477 3.950 -1.325 0.09 -0.07 0.05
Te 1.054 3.393 0.693 -0.34 0.81 -0.01
C -0.188 5.213 0.864 0.03 -0.18 -0.01
H 2.120 4.828 -1.329 0.01 -0.01 0.02
H 0.560 4.173 -1.866 -0.08 -0.03 0.08
H 1.983 3.111 -1.791 0.02 -0.06 0.02
H -0.867 5.311 0.016 0.00 -0.09 -0.01
H 0.428 6.111 0.913 0.10 -0.07 -0.01
H -0.781 5.158 1.778 0.01 -0.05 0.01
```
Positions in Å, forces in eV/Å.

Results
Net charge = 0
Energy = -3405.34006 hartree
HOMO level = -6.738 eV

> Number 1 is which compound?

C48H47FN8O3RuSi

> The highest net charge belongs to which entry?

C48H47FN8O3RuSi

> Which formula does entry 1 have?

C48H47FN8O3RuSi